Record 1
A molecular structure, C33H60AlF9N9O5, computed with ωB97M-V/def2-TZVPD.

Cartesian coordinates (Å):
H 6.769 -0.104 -1.759
H -1.856 5.523 -0.934
C -0.804 5.790 -0.937
H -3.055 -2.076 2.679
H -3.074 -5.302 3.435
H -3.374 1.488 5.469
C -0.929 1.851 -2.846
C -4.113 -4.998 3.219
H 0.676 -2.688 5.936
H -2.824 -1.497 7.602
O 1.600 7.125 -1.149
H 5.391 0.576 -3.226
O -4.281 -0.991 6.272
H -2.431 2.561 -5.690
H 6.108 0.170 -4.737
C -3.367 -0.722 7.035
H -3.970 3.560 -8.935
H -1.563 8.954 -1.965
H -2.514 7.999 -0.814
C 1.377 -5.478 -2.757
H 5.334 -2.276 -1.245
H 0.567 8.769 -1.748
H 0.410 -5.097 6.734
C 0.951 -4.611 7.545
F -2.469 -1.514 -0.071
H -0.023 -3.954 9.785
N 5.253 -1.892 1.190
H -2.383 7.480 -2.506
H 5.541 -2.286 -3.288
C -1.815 0.742 8.205
C 3.361 -0.095 -1.432
F -0.894 3.189 -3.135
H 3.346 -5.724 -2.004
H 1.978 -4.459 7.224
C -3.359 3.615 -8.015
F -0.862 0.988 0.379
H -2.134 1.429 8.992
C -1.719 -0.799 -0.903
C 6.840 -1.154 -2.006
C 0.475 -4.568 -3.255
H 1.174 0.791 -4.648
C 6.192 -1.423 -3.354
N 3.625 1.392 -1.473
N -2.899 0.513 7.266
O -2.225 4.049 -8.016
H -6.326 -3.519 3.694
H -5.730 2.735 -8.026
F -2.989 0.823 0.164
C 0.573 7.714 -1.420
H 3.443 1.759 -2.399
H -5.575 -2.052 3.031
C 2.073 -2.751 -3.040
C -3.203 -2.743 3.530
C 0.931 0.274 -3.732
H 6.783 0.373 0.166
O -0.713 -2.073 9.465
H 6.987 -1.706 -4.028
H -0.815 -2.058 6.671
H -5.939 -3.437 1.974
O -4.993 -5.809 2.989
Al 2.605 -0.781 -3.198
H 2.971 1.882 -0.881
H -0.388 5.651 0.061
N -0.660 7.180 -1.351
F -0.495 -1.214 -0.829
C 2.951 -3.700 -2.549
C 0.501 1.359 -2.727
C -0.160 -3.102 9.100
C -3.328 3.169 -5.640
H -5.418 1.631 -6.677
H -6.027 3.267 -6.362
H 0.752 -1.414 7.173
C 2.624 -5.030 -2.403
H -2.990 2.547 6.844
C -1.913 1.783 -1.607
N 0.325 -3.342 7.880
C 0.828 -3.242 -3.390
F -3.158 1.649 -2.089
H -2.283 -3.295 3.714
H 1.102 2.222 -2.952
H -0.267 5.142 -1.623
N -4.011 3.164 -6.929
H 7.892 -1.391 -2.054
C -5.370 2.672 -7.001
C -1.822 0.701 -0.489
H 4.324 -0.544 -1.256
H 4.206 -1.432 -5.193
C 4.103 -0.554 -4.560
H -3.455 -2.152 4.411
H 3.945 -3.418 -2.238
C 5.465 -0.221 -3.951
C 6.096 -1.480 0.327
H 6.816 -0.271 1.646
H -1.533 -0.209 8.660
H 0.072 -2.581 -3.782
H -3.993 2.773 -4.878
H 0.750 1.075 -1.717
H 0.133 -0.430 -3.914
H -3.034 4.186 -5.379
H -0.515 -4.879 -3.530
H 1.089 -6.506 -2.640
C -5.608 -3.136 2.969
C -3.487 1.628 6.544
F -1.879 2.945 -0.950
H -4.553 1.702 6.762
H -0.953 1.171 7.689
H 3.846 0.257 -5.236
N -4.285 -3.668 3.241
F -2.190 -0.967 -2.117
N 7.009 -0.476 0.676
H 2.707 -0.309 -0.595
H 4.700 -2.658 0.818
F -1.584 1.306 -3.873
N 6.263 -2.018 -0.941
H 0.941 -5.263 8.416
C 0.229 -2.316 6.854
C -1.845 7.943 -1.676

## Properties
net charge = -1
orbital gap = 6.745 eV
energy = -3303.7388 a.u.


Record 2
2 unconnected molecules or ions with the total composition C33H60Cl2N5O7P, computed with ωB97M-V/def2-TZVPD.

Cartesian coordinates (Å):
H 4.452 5.166 -0.162
H -4.915 -6.059 -3.346
H -0.414 -2.089 -4.839
H 3.842 3.047 2.670
C 0.319 1.687 0.395
C -1.708 -2.523 2.332
H 5.264 1.218 3.068
H 2.011 3.903 3.952
C 4.830 3.309 3.042
H 2.521 4.504 -1.402
O -4.001 0.532 2.236
H 0.065 -1.644 0.129
C 4.953 2.500 5.967
C 4.132 2.169 7.179
H -1.648 3.241 -1.517
H 0.957 0.351 -1.198
C 5.693 3.793 1.864
H 5.719 4.877 1.908
C 0.588 3.264 2.448
H 4.700 4.081 3.791
H -4.045 -3.063 -1.607
H -3.113 -4.644 -6.344
H 3.969 3.579 -1.933
H 6.458 2.151 3.918
C 1.006 2.694 -0.562
C -1.603 -3.925 -4.910
H 2.576 1.775 -1.731
H -0.552 -6.157 -2.432
C -2.927 0.634 -0.580
C -1.348 -0.483 1.029
C 0.686 0.289 -0.152
C -0.628 -4.685 -3.997
H -1.551 -2.166 -6.188
H -3.679 -6.174 -4.563
H 6.699 3.404 1.999
Cl -3.755 -2.013 0.754
O 5.791 3.375 5.989
N -4.925 0.495 -1.934
H -5.072 -4.468 -1.738
H -5.228 -3.168 -2.915
H -2.847 -0.411 -0.883
H -2.062 -4.472 -1.572
H -4.959 -4.971 -4.723
H -2.967 -5.955 -1.771
C -2.872 1.047 2.066
C -0.375 -2.428 3.013
H 4.784 2.272 0.729
H -0.843 -0.869 -0.981
H 4.445 2.835 7.969
H 4.278 1.145 7.502
C 0.964 1.944 1.792
C 5.107 3.294 0.539
H -5.423 1.272 -2.347
H 0.676 1.167 2.489
H 3.010 1.939 -0.029
C 1.904 -0.429 0.506
H -5.646 -0.202 -1.801
H 1.087 4.097 1.952
C -0.873 -2.755 -5.569
H 0.404 -2.592 2.278
H -0.474 3.469 2.455
H 0.515 2.693 -1.532
O 1.728 -0.874 1.668
O -2.225 1.683 2.934
H -3.637 3.120 0.895
O 2.900 -0.584 -0.234
C -4.514 -3.737 -2.317
C 2.491 2.403 -0.851
C -2.072 -4.829 -6.080
H -1.494 -4.630 -6.978
O 4.665 1.742 4.908
H 3.081 2.365 6.999
H -0.114 -3.972 -3.345
H -0.240 -1.457 3.470
C -2.086 0.843 0.718
C -2.458 -5.166 -2.322
H -0.073 -3.139 -6.195
C -2.187 -1.659 1.433
C -1.292 -5.750 -3.122
C 3.988 4.213 0.086
H 5.911 3.230 -0.191
H 1.420 2.279 4.176
H 0.139 -5.142 -4.621
O -2.509 -2.441 -3.486
H -2.530 1.155 -1.449
H 2.050 1.902 1.745
H -0.748 -0.247 1.901
C -4.295 -5.466 -4.014
C -3.488 -4.439 -3.195
N -1.140 1.964 0.568
H -4.961 0.304 0.142
C 3.232 3.722 -1.149
Cl -2.627 -3.913 2.827
H -1.633 -6.591 -3.731
C -4.420 0.902 -0.570
H -1.959 -5.890 -5.864
H -0.260 -3.207 3.751
H -4.683 1.941 -0.444
P -1.766 3.370 -0.108
N -3.239 3.788 0.239
N -0.400 -0.756 -0.071
C 1.120 3.289 3.913
N -2.784 -3.450 -4.096
H 1.002 3.682 -0.131
H 3.318 4.407 0.926
H 0.353 3.674 4.570
C 5.396 2.079 3.716
H -0.911 4.414 0.277

## Properties
orbital gap = 1.995 eV
energy = -3355.3542 a.u.


Record 3
A molecular structure, C33H60N2O9RuSSi4, computed with ωB97M-V/def2-TZVPD.

Cartesian coordinates (Å):
Si -1.675 -0.745 3.103
C -0.988 1.422 4.759
C -1.912 -3.784 4.615
H 5.636 -0.023 -2.599
H 3.720 1.164 -5.830
C -1.141 1.406 -4.355
O 3.910 -1.024 1.093
H 3.509 -2.391 -4.040
H -5.169 -2.885 2.577
C -1.933 -1.879 -1.687
H 0.696 -4.716 4.620
C -4.467 -0.850 2.750
H -2.240 -1.442 -0.743
O -0.541 2.064 -1.331
H -1.755 3.245 3.908
H 1.060 -2.300 -6.257
H -1.725 2.290 -4.618
Si 3.522 0.904 -3.328
H -1.918 -3.400 5.635
H 1.654 4.166 -3.914
O -1.547 0.741 0.571
C 4.625 -0.128 -2.194
C 2.896 3.171 1.735
C 1.244 2.218 -5.969
H -4.371 0.378 0.976
Si 1.332 -1.161 -4.085
C 3.882 2.677 -2.814
O -0.767 4.026 -0.170
C -4.610 0.485 2.034
H 0.596 -3.236 5.585
H -4.182 0.037 4.700
O 2.331 -1.008 -0.435
H 2.190 2.761 -5.996
H 0.867 0.591 4.009
C -4.795 -0.730 4.230
C -1.664 2.778 4.889
H 3.810 3.377 -3.646
C 4.226 0.600 -5.047
C -0.923 0.700 6.096
H 4.179 -0.457 -5.313
H -0.663 -3.249 -4.996
H -0.089 4.174 -3.688
H 0.325 2.060 3.168
H 1.187 4.464 1.429
H -1.622 -3.472 1.913
H -4.625 -1.681 4.736
H -3.941 1.228 2.467
C -0.345 -1.845 -3.410
C 0.398 1.568 4.140
H 4.904 2.729 -2.432
H -1.603 0.984 -3.462
Ru 0.459 0.211 -1.435
H -6.375 -1.661 2.155
H 0.148 -3.311 1.871
O -3.096 -1.315 2.606
H -5.635 0.848 2.125
C 1.670 0.521 -3.346
H -1.085 3.432 5.540
C 1.664 3.521 1.206
C -2.189 -3.394 -3.498
C 2.532 -2.507 -3.570
C 3.430 1.901 1.496
H 3.437 3.865 2.363
H -0.339 1.282 6.809
C -0.699 -3.258 3.862
S -0.512 -0.377 1.299
C 1.026 2.611 0.370
H -1.887 -4.873 4.656
H 3.211 3.030 -2.030
H 2.675 -2.545 -2.489
O -1.835 0.659 3.868
O -1.238 2.089 0.895
C 0.593 -3.632 4.569
H -0.593 -4.828 2.390
H -1.926 0.567 6.502
H 1.034 2.167 4.793
H 4.399 -1.191 -2.143
H 5.281 0.882 -5.060
H 4.674 0.270 -1.178
H 1.451 -3.227 4.034
H -5.054 -2.019 1.035
H 2.128 -3.471 -3.888
N -0.818 -1.383 -2.236
H 2.031 -0.851 -6.445
H -1.606 4.098 -0.644
C -5.319 -1.922 2.089
H 1.348 1.326 -6.580
C -1.034 -2.869 -4.054
H -2.724 -4.190 -3.999
H 0.276 -0.719 -6.319
H 0.501 2.859 -6.451
H -2.661 2.663 5.313
H -0.458 -0.279 5.982
H 0.948 3.686 -2.366
H 4.319 -0.452 1.754
C -0.392 2.704 -0.187
C -2.652 -2.888 -2.293
C 0.829 3.633 -3.443
N 1.597 1.462 0.062
C -0.693 -3.743 2.418
C 2.717 1.055 0.666
H -1.254 0.689 -5.172
H 4.372 1.621 1.947
C 1.149 -1.256 -5.950
H -5.843 -0.458 4.359
H -2.832 -3.480 4.117
Si 0.668 1.917 -4.198
H -3.550 -3.267 -1.825
O -0.743 -1.807 3.882
C 2.987 -0.396 0.389

## Properties
net charge = +1
multiplicity = 6
orbital gap (spin up / spin down) = 6.791 / 7.340 eV
energy = -3731.1256 a.u.


Record 4
4 unconnected molecules or ions with the total composition C33H60N3O13P4, computed with ωB97M-V/def2-TZVPD.

Cartesian coordinates (Å):
C 1.332 1.588 -5.568
C 7.738 0.800 4.123
C -3.170 1.921 -2.725
H 8.270 2.894 4.217
H -3.921 4.036 0.390
H -6.038 -6.811 -3.823
C -3.890 2.438 -1.361
H 0.632 -1.151 2.632
H -1.705 -6.058 0.198
H 0.340 0.329 6.869
C -0.913 2.489 -4.339
C -3.358 -1.322 7.863
H -3.400 -2.261 7.302
H -0.456 0.664 1.231
H 0.367 1.290 2.677
H -4.267 -1.237 8.464
C 1.241 1.336 -2.768
H 8.362 0.586 3.248
C 4.252 1.852 5.435
C 3.831 0.071 0.436
C -0.466 0.672 2.326
H -4.844 1.878 -0.951
H -2.662 -4.780 -0.552
O -0.803 -2.163 6.091
H 4.022 4.225 -1.490
H -5.470 -4.361 -4.004
H 4.070 3.898 4.899
H 0.356 1.268 -1.975
O -1.632 -3.376 -2.849
H -0.462 4.615 -2.349
C 8.254 2.015 4.869
C -4.104 1.976 -6.420
H -0.499 -5.030 -1.794
H -0.956 -2.342 -4.529
H 0.941 -2.654 6.971
H -1.290 -0.909 -1.829
O 6.388 0.974 3.736
H 7.780 -0.076 4.778
C 4.232 2.944 4.384
H 1.155 -1.651 5.565
C -0.911 -2.301 -3.435
H 0.668 1.774 -9.876
H -4.061 -0.100 6.223
O -2.762 -0.521 4.038
H -5.849 -4.840 -2.348
C 2.320 2.427 -2.192
H 2.407 1.074 -5.469
C -3.302 3.708 -0.580
H 3.083 2.054 0.800
P -2.921 3.522 -6.346
H 1.649 0.245 -2.889
C 0.594 -0.601 7.385
C -1.290 -5.778 -1.901
H 3.043 -0.390 1.041
H 7.605 2.255 5.716
C -0.350 -0.736 2.880
C 0.548 1.792 -4.191
O -1.943 -5.679 -3.159
H -1.229 3.847 -8.666
H -0.101 -0.718 8.223
H 4.730 2.029 0.172
H -1.249 1.177 -10.027
H -0.967 -0.137 -3.398
C -0.728 2.825 -8.390
H 3.546 0.001 -0.619
C -1.856 2.828 -3.042
C -3.221 -0.139 6.925
O -0.460 -0.694 4.296
N -0.268 2.449 -6.962
C -1.463 4.031 -2.057
H 3.385 2.837 3.701
H -3.699 1.103 -5.750
C -2.235 -5.773 -0.716
C 0.522 -1.789 6.446
O -3.876 -4.499 -2.690
H 3.369 1.921 6.076
P -1.836 -1.296 5.007
P -2.676 -4.250 -3.802
H 5.145 1.926 6.063
H -2.535 -0.906 -3.065
C -1.204 2.750 -5.894
H -4.372 -6.579 -4.389
H 1.606 -0.491 7.785
C -5.127 -4.968 -3.159
C 4.035 1.518 0.847
H -4.056 1.604 -7.553
O 4.493 1.563 2.191
H -5.201 2.282 -6.145
O -3.333 -2.972 -4.378
C -5.051 -6.433 -3.544
H -4.665 -7.032 -2.714
H -2.496 -1.386 8.534
O -1.993 -0.184 6.222
H 0.140 -2.408 -3.149
N -2.114 4.570 -0.831
O 5.460 3.092 3.683
H 4.734 -0.525 0.595
H 4.249 0.859 4.976
H -1.103 -1.400 2.442
O 6.615 1.034 1.407
H -3.233 0.790 7.503
H -3.041 5.567 -5.283
H -0.774 -6.744 -1.911
O -3.454 4.664 -5.145
C -0.457 1.846 -9.483
C -1.455 -0.986 -2.910
P 6.069 2.006 2.482
H -1.382 1.165 2.664
H -3.064 -6.472 -0.870
C 3.388 3.241 -1.716
N 0.964 1.924 -6.941
H -3.535 1.005 -3.353
H 9.268 1.840 5.239

## Properties
net charge = +1
orbital gap = 5.979 eV
energy = -3800.0391 a.u.